This record from the Open Molecules 2025 dataset describes a molecular structure, C23H56N4NbO10P2S at a distorted geometry. The level of theory is the ωB97M-V functional and the def2-TZVPD basis.

Last column: Löwdin charge in e.
Element x y z (Å)
1 C 6.286300 -3.701781 1.536608  -0.19
2 C 5.053600 -3.117276 0.833593  -0.59
3 S 3.630444 -3.031680 1.955534  0.67
4 C 2.297997 -2.549978 0.807366  -0.72
5 Nb 1.166760 -0.628087 1.330252  1.56
6 C 0.310008 1.408016 1.857453  -0.36
7 C 1.389733 2.490206 2.048345  -0.39
8 O 1.535947 3.252180 0.844929  -0.12
9 C -0.474220 -1.692298 2.406260  -0.40
10 C -1.883321 -1.455690 1.800510  -0.33
11 C -2.936871 -2.505299 2.246662  -0.20
12 C -4.291858 -1.882464 2.625129  -0.21
13 N -5.455250 -2.641074 2.114516  -0.01
14 C -6.177230 -1.994866 1.089779  -0.54
15 N -5.931047 -2.247219 -0.122675  0.15
16 N -7.201816 -1.033334 1.440461  0.07
17 N 2.648103 0.405862 0.140150  -0.06
18 C 2.291446 0.332491 -1.013484  -0.58
19 O 1.944205 0.441612 -2.137101  0.05
20 H 6.506908 -4.710236 1.190189  0.06
21 H 7.155023 -3.088034 1.286194  0.06
22 H 6.196736 -3.687732 2.622736  0.05
23 H 4.780923 -3.737761 -0.020609  0.06
24 H 5.267027 -2.106859 0.486119  0.06
25 H 2.760900 -2.386351 -0.167256  -0.02
26 H 1.585433 -3.376260 0.746471  -0.03
27 H 0.121573 -0.723666 -0.201582  -0.07
28 H 2.136594 -0.509459 2.891477  -0.11
29 H -0.283951 1.708645 0.988279  0.04
30 H -0.284798 1.372528 2.773585  0.03
31 H 1.114983 3.162801 2.872537  0.08
32 H 2.349924 2.041982 2.314545  0.06
33 H 2.462904 3.253923 0.598049  0.06
34 H -0.319828 -2.778726 2.404585  0.03
35 H -0.531176 -1.375743 3.453845  0.04
36 H -2.238141 -0.471048 2.122650  0.08
37 H -1.832021 -1.432640 0.714078  0.05
38 H -3.103224 -3.203374 1.426299  0.10
39 H -2.517583 -3.057740 3.089516  0.09
40 H -4.360629 -1.922688 3.716320  0.11
41 H -4.321982 -0.824229 2.353876  0.10
42 H -6.061572 -2.947704 2.859929  0.10
43 H -6.527617 -1.658251 -0.699866  0.05
44 H -6.855450 -0.373124 2.126132  0.06
45 H -8.034127 -1.495040 1.784010  0.07
46 O 4.111102 -2.372452 -8.082538  -0.23
47 P 4.027288 -2.861576 -6.691792  0.46
48 O 4.529939 -1.718785 -5.687692  -0.19
49 C 3.812039 -0.474241 -5.637116  -0.26
50 C 2.427803 -0.615985 -5.036198  -0.08
51 O 5.203009 -3.971049 -6.528201  -0.19
52 C 6.023420 -4.343759 -7.629957  -0.29
53 C 7.247186 -3.453864 -7.746210  -0.08
54 O 3.018062 -3.624103 -5.688313  -0.18
55 C 1.737608 -4.090133 -6.157221  -0.26
56 C 1.857840 -5.014264 -7.353575  -0.08
57 H 3.754210 -0.048449 -6.643032  0.11
58 H 4.418527 0.195640 -5.029971  0.12
59 H 1.761463 -1.146861 -5.724814  0.06
60 H 1.993984 0.363220 -4.842625  0.08
61 H 2.459838 -1.169970 -4.101684  0.08
62 H 5.446981 -4.340921 -8.555291  0.10
63 H 6.331595 -5.374786 -7.445276  0.11
64 H 6.982721 -2.402981 -7.635602  0.07
65 H 7.733650 -3.595865 -8.713022  0.07
66 H 7.967813 -3.691428 -6.961919  0.07
67 H 1.100385 -3.234576 -6.394826  0.11
68 H 1.279387 -4.612638 -5.319987  0.12
69 H 2.285780 -4.495428 -8.215936  0.07
70 H 0.875204 -5.387440 -7.643464  0.08
71 H 2.505542 -5.860726 -7.123475  0.08
72 O -2.916898 3.617891 3.469738  -0.21
73 P -3.480213 4.852315 4.078154  0.55
74 O -5.039793 4.513630 4.403239  -0.20
75 C -5.345591 3.643304 5.489475  -0.29
76 C -5.050241 4.269734 6.841765  -0.08
77 O -3.689960 5.718696 2.699427  -0.22
78 C -3.146715 5.282651 1.449660  -0.28
79 C -4.105876 4.377047 0.700517  -0.07
80 O -3.416645 6.286643 4.870274  -0.19
81 C -2.243178 6.625166 5.634995  -0.27
82 C -0.976437 6.563966 4.803566  -0.08
83 H -4.799406 2.702038 5.373310  0.11
84 H -6.409051 3.419126 5.407433  0.12
85 H -3.972278 4.347367 7.011683  0.06
86 H -5.466472 3.658383 7.643537  0.08
87 H -5.473466 5.272110 6.902026  0.08
88 H -2.184154 4.795720 1.597744  0.10
89 H -2.963001 6.188268 0.868685  0.11
90 H -4.535558 3.622771 1.358276  0.07
91 H -3.592540 3.875407 -0.120710  0.08
92 H -4.933867 4.956324 0.286225  0.07
93 H -2.162710 5.964189 6.503356  0.11
94 H -2.402756 7.635159 6.009912  0.12
95 H -0.780697 5.548023 4.445732  0.07
96 H -0.116684 6.876477 5.396610  0.08
97 H -1.057952 7.208480 3.928711  0.09

Forces on atoms 1 to 2 (eV/Å):
0.193 0.388 -0.274
-0.062 -0.254 0.135

Summary:
F_max   7.58 eV/A
E_tot   -3019.1993 hartree
HOMO-LUMO gap   0.2096 Ha
Total charge   -1



This record from the Open Molecules 2025 dataset describes 6 unconnected molecules or ions with the total composition C23H57BNO24P6 at a distorted geometry. The level of theory is the ωB97M-V functional and the def2-TZVPD basis.

Last column: Löwdin charge in e.
Element x y z (Å)
1 C 2.022179 2.428115 3.918587  -0.04
2 C 1.378753 3.785425 3.471191  -0.36
3 O -0.022701 3.771160 3.666777  -0.02
4 B -0.488984 3.429941 2.314028  -0.74
5 C -2.054313 3.157563 2.021562  -0.16
6 C -2.484304 2.788912 0.737629  -0.07
7 C -3.797180 2.501247 0.388409  -0.08
8 C -4.721990 2.591419 1.461458  -0.10
9 C -4.201014 2.961234 2.691834  -0.19
10 N -2.947824 3.243772 3.024461  0.11
11 O 0.281812 4.360959 1.464082  -0.06
12 C 1.585882 4.028586 1.884615  -0.45
13 P 2.933696 5.242483 1.478102  0.85
14 O 4.166458 4.249996 0.910166  -0.33
15 O 2.441030 6.179589 0.197206  -0.31
16 H 2.528895 1.962647 3.057653  0.07
17 H 2.740396 2.591651 4.734969  0.06
18 H 1.245048 1.717235 4.230772  0.07
19 H 1.820807 4.596720 4.075543  0.12
20 H 0.058515 2.333568 2.096140  0.11
21 H -1.719742 2.702443 -0.042827  0.11
22 H -4.095315 2.210767 -0.617425  0.09
23 H -5.775337 2.355858 1.309128  0.08
24 H -4.930669 3.007881 3.515051  0.10
25 H 1.847858 3.100307 1.324389  0.10
26 H 3.784750 3.647687 0.249317  0.03
27 H 1.702043 5.743973 -0.259866  0.04
28 C 1.892237 -4.638366 1.862686  -0.13
29 O 0.521862 -4.297662 1.742917  -0.30
30 P 0.079185 -2.686088 1.812954  0.65
31 O 1.444003 -2.063051 1.896442  -0.27
32 O -0.624495 -2.874316 3.278146  -0.26
33 C -0.651695 -4.073683 4.038246  -0.11
34 O -0.787234 -1.301952 1.538770  -0.27
35 C -0.907104 -0.340142 2.596488  -0.09
36 H 1.962882 -5.727917 1.842044  0.09
37 H 2.463467 -4.238205 1.026958  0.07
38 H 2.298556 -4.284263 2.809540  0.09
39 H 0.340983 -4.306177 4.426469  0.09
40 H -1.045795 -4.903462 3.456594  0.08
41 H -1.315594 -3.906044 4.886409  0.09
42 H 0.047140 -0.161501 3.089414  0.08
43 H -1.648214 -0.671768 3.323105  0.09
44 H -1.261709 0.591250 2.161782  0.07
45 C -9.565000 4.503110 1.758085  -0.12
46 O -9.144443 4.630181 0.409707  -0.34
47 P -7.607009 5.244870 0.057938  0.71
48 O -7.211928 5.376937 1.512424  -0.26
49 O -8.261781 6.649919 -0.490176  -0.26
50 C -9.650708 6.928916 -0.613452  -0.09
51 O -6.090982 5.761526 -0.447934  -0.29
52 C -5.698822 7.103263 -0.201993  -0.12
53 H -10.594739 4.138720 1.738775  0.09
54 H -8.951884 3.781139 2.293123  0.09
55 H -9.541766 5.470736 2.259295  0.09
56 H -10.109784 7.037473 0.369453  0.09
57 H -10.159391 6.166866 -1.196755  0.07
58 H -9.745722 7.879835 -1.138649  0.09
59 H -5.942279 7.403008 0.817788  0.09
60 H -6.167428 7.780124 -0.916469  0.08
61 H -4.619676 7.153725 -0.344073  0.10
62 C 5.355837 -2.658654 0.441368  -0.09
63 O 5.505469 -3.972022 -0.099917  -0.30
64 P 6.956381 -4.434410 -0.759768  0.65
65 O 7.776021 -3.209557 -0.476825  -0.27
66 O 6.352368 -4.435599 -2.277405  -0.26
67 C 5.027180 -4.057922 -2.641139  -0.09
68 O 8.213430 -5.423119 -1.241612  -0.31
69 C 8.879848 -5.133812 -2.463700  -0.12
70 H 4.319450 -2.558606 0.769516  0.08
71 H 6.004269 -2.519827 1.303227  0.09
72 H 5.556760 -1.902169 -0.315334  0.09
73 H 4.889564 -2.982892 -2.526782  0.09
74 H 4.286959 -4.607971 -2.066859  0.09
75 H 4.896105 -4.306560 -3.694108  0.09
76 H 9.099702 -4.069508 -2.552225  0.10
77 H 8.283430 -5.466699 -3.312015  0.09
78 H 9.814272 -5.695234 -2.467050  0.08
79 C 10.904762 -6.058221 0.012935  -0.11
80 O 12.160928 -6.330759 -0.611178  -0.29
81 P 12.757568 -7.880581 -0.622127  0.65
82 O 11.615501 -8.603542 0.028685  -0.26
83 O 13.951836 -7.505451 0.428392  -0.26
84 C 14.143243 -6.235829 1.045363  -0.10
85 O 13.604508 -9.226383 -1.129415  -0.28
86 C 14.212415 -10.054208 -0.148880  -0.13
87 H 10.732328 -4.983259 -0.050614  0.10
88 H 10.099137 -6.565295 -0.504237  0.06
89 H 10.930703 -6.344750 1.063953  0.09
90 H 13.360808 -6.044151 1.779580  0.09
91 H 14.187573 -5.439640 0.307651  0.09
92 H 15.098550 -6.269750 1.568917  0.09
93 H 13.533216 -10.248132 0.681659  0.09
94 H 15.134342 -9.602945 0.216344  0.08
95 H 14.464978 -10.997192 -0.633799  0.09
96 C -13.055055 1.730632 -6.001412  -0.12
97 O -11.648611 1.697433 -5.801313  -0.30
98 P -11.004068 2.328811 -4.400490  0.65
99 O -12.271202 2.692677 -3.683718  -0.27
100 O -10.337456 3.592908 -5.191554  -0.26
101 C -10.468868 3.865958 -6.582262  -0.10
102 O -9.958996 2.548331 -3.124558  -0.26
103 C -9.734433 3.868054 -2.648883  -0.13
104 H -13.246795 1.317011 -6.992846  0.09
105 H -13.569648 1.117634 -5.264532  0.09
106 H -13.421897 2.755699 -5.970119  0.09
107 H -11.484772 4.185615 -6.816515  0.09
108 H -10.182722 3.007224 -7.183249  0.09
109 H -9.792590 4.687343 -6.817297  0.09
110 H -10.666222 4.424894 -2.548600  0.09
111 H -9.050814 4.396845 -3.314117  0.09
112 H -9.259175 3.789443 -1.670137  0.06

Forces on atoms 1 to 2 (eV/Å):
0.022 0.310 -0.478
0.315 -0.831 0.044

Summary:
F_max   8.95 eV/A
E_tot   -4843.9649 hartree
HOMO-LUMO gap   0.1400 Ha
Total charge   -1